Arrangement one

The following is a quantum chemistry calculation of a cluster of 2 separate species, C2H5N3OS in total, from OMol25.

The SMILES is N/C(O)=N/S.C#N. The charge is 0. For the HOMO-LUMO gap, the calculation gives 8.70 eV. The LUMO energy comes out at 0.554 eV.

Last column: Löwdin charge in e.
Atoms and positions in Å:
N: -1.78 0.02 0.39  0.12
C: -0.91 0.11 -0.62  -0.67
O: -1.46 0.54 -1.84  -0.01
N: 0.32 -0.11 -0.47  -0.38
S: 1.45 0.26 -1.68  0.71
H: -1.39 -0.42 1.21  0.05
H: -2.88 -0.18 0.20  0.19
H: -0.72 0.81 -2.53  0.10
H: 2.45 0.11 -0.74  -0.15
C: 1.65 -0.42 1.96  -0.11
N: 0.64 -0.84 2.25  0.06
H: 2.63 0.12 1.86  0.09

***

Arrangement two

The following is a quantum chemistry calculation of the molecule C2H5N3OS, from OMol25.

The SMILES is [H]/N=C1/NOCSN1. The charge is 0. For the HOMO-LUMO gap, the calculation gives 9.19 eV. The LUMO energy comes out at 0.547 eV.

Last column: Löwdin charge in e.
Atoms and positions in Å:
H: 0.14 2.33 1.73  0.02
N: -0.48 1.57 1.67  0.13
C: -0.12 0.73 0.78  -0.54
N: -0.78 -0.52 0.75  0.04
O: -1.11 -1.05 -0.52  -0.17
C: 0.08 -1.35 -1.17  -0.52
S: 0.89 0.16 -1.71  0.90
N: 0.98 0.80 -0.09  -0.27
H: -1.67 -0.48 1.22  0.13
H: -0.17 -1.95 -2.04  0.08
H: 0.79 -1.94 -0.54  0.11
H: 1.44 1.70 -0.07  0.08

***

Bottom line: arrangement one, by a margin of 0.576 eV.

***

Arrangement one

The following is a quantum chemistry calculation of the molecule C2H5N3OS, from OMol25.

The SMILES is NNC1=NSCO1. The charge is 0. For the HOMO-LUMO gap, the calculation gives 8.78 eV. The LUMO energy comes out at 0.816 eV.

Last column: Löwdin charge in e.
Atoms and positions in Å:
N: -1.81 -1.17 1.32  0.06
N: -0.61 -1.25 0.56  -0.03
C: -0.12 -0.14 -0.08  -0.57
N: -0.79 0.92 -0.39  -0.28
S: 0.20 2.09 -1.13  0.84
C: 1.71 1.03 -0.87  -0.34
O: 1.21 -0.27 -0.32  -0.05
H: -2.03 -0.23 1.33  0.03
H: -2.52 -1.50 0.70  0.07
H: 0.15 -1.79 0.95  0.14
H: 2.38 1.52 -0.25  0.04
H: 2.23 0.80 -1.82  0.08

***

Arrangement two

The following is a quantum chemistry calculation of the molecule C2H5N3OS, from OMol25.

The SMILES is [H]/N=C(/C=N\S)NO. The charge is 0. For the HOMO-LUMO gap, the calculation gives 9.72 eV. The LUMO energy comes out at 0.470 eV.

Last column: Löwdin charge in e.
Atoms and positions in Å:
H: 0.48 2.03 -1.56  0.05
N: 0.44 1.02 -1.72  0.15
C: 0.21 0.33 -0.67  -0.44
C: 0.10 -1.17 -0.82  -0.20
N: -0.62 -1.98 -0.13  -0.34
S: -1.43 -1.40 1.22  0.80
N: 0.26 0.80 0.62  -0.11
O: 0.70 2.08 0.77  -0.04
H: 0.54 -1.60 -1.70  0.11
H: -1.75 -2.61 1.64  -0.14
H: -0.54 0.59 1.23  0.03
H: 1.61 1.92 1.11  0.13

***

Arrangement three

The following is a quantum chemistry calculation of a structure of composition C2H5N3OS, from OMol25.

The charge is 0. For the HOMO-LUMO gap, the calculation gives 10.34 eV. The LUMO energy comes out at 0.474 eV.

Last column: Löwdin charge in e.
Atoms and positions in Å:
C: 1.93 -0.37 -0.08  -0.91
C: -1.76 -0.15 -0.39  -0.33
H: 2.75 1.36 0.08  0.09
H: 1.15 1.46 0.83  0.21
H: -0.84 -0.74 1.50  0.13
H: -1.34 0.25 -1.40  0.14
H: -3.60 0.05 -0.61  -0.02
N: 1.77 1.07 -0.25  0.01
N: -0.65 -0.44 0.48  -0.40
N: -3.00 -0.28 0.05  0.09
O: 3.04 -0.81 -0.01  0.00
S: 0.56 -1.41 -0.21  0.98

***

Arrangement four

The following is a quantum chemistry calculation of the molecule C2H5N3OS, from OMol25.

The charge is 0. For the HOMO-LUMO gap, the calculation gives 8.22 eV. The LUMO energy comes out at 0.202 eV.

Last column: Löwdin charge in e.
Atoms and positions in Å:
C: 1.63 0.29 0.27  -0.60
C: -1.83 0.23 -0.16  -0.24
N: 0.42 -1.46 -0.70  -0.37
N: 1.40 -0.46 -0.86  0.00
N: 0.61 0.01 1.18  -0.13
O: 2.43 1.21 0.40  0.03
S: -0.56 -1.06 0.48  1.00
H: -2.88 -0.08 0.13  0.05
H: -1.84 0.12 -1.23  0.03
H: -1.60 1.25 0.04  0.02
H: 2.06 -0.62 -1.49  0.08
H: 0.15 0.58 1.93  0.14

***

Bottom line: arrangement one, by a margin of 0.272 eV.